Below is C80H170F24N13O20S8 as an isolated structure, with properties calculated with ωB97M-V with the def2-TZVPD basis set.

Results
Charge ... +5
Relative energy (zero: lowest compared OMol25 entry of this formula, charge and spin) ... 0.0 kcal per mole

Last column: Löwdin charge in e.
CARTESIAN COORDINATES (ANGSTROEM)
1 C -3.453906 3.462034 -2.196090  -0.033
2 C -2.626921 2.395211 -2.822414  -0.169
3 N -3.341444 1.138898 -3.150021  -0.284
4 C -4.017490 0.622019 -1.942033  0.026
5 C -4.395548 1.358185 -4.098464  -0.181
6 C -3.937288 1.942058 -5.450909  -0.018
7 C -2.361113 0.132606 -3.674313  -0.104
8 C -2.872350 -1.031045 -4.422095  -0.190
9 O -3.530885 -1.950760 -3.573322  -0.209
10 C -4.091978 -3.053726 -4.234270  -0.096
11 H -4.225309 3.757588 -2.921100  0.094
12 H -2.834760 4.355978 -2.074444  0.080
13 H -3.920284 3.198314 -1.247708  0.067
14 H -1.844721 2.053264 -2.118757  0.117
15 H -2.179388 2.682680 -3.769165  0.125
16 H -4.911444 1.214012 -1.792310  0.083
17 H -3.378804 0.667585 -1.046738  0.104
18 H -4.302295 -0.412213 -2.155650  0.113
19 H -5.100156 2.090291 -3.710351  0.136
20 H -4.935891 0.415969 -4.228793  0.144
21 H -3.575741 2.968980 -5.425442  0.059
22 H -4.820136 1.850158 -6.064128  0.106
23 H -3.127317 1.325359 -5.868834  0.071
24 H -1.783071 -0.104041 -2.774393  0.126
25 H -1.679735 0.666640 -4.330189  0.108
26 H -1.929636 -1.504038 -4.762516  0.148
27 H -3.493537 -0.841352 -5.295713  0.138
28 H -4.828464 -2.717179 -4.961584  0.101
29 H -4.621564 -3.693766 -3.543318  0.085
30 H -3.419806 -3.717637 -4.774090  0.095
31 C 7.266243 3.752636 -2.066078  -0.025
32 C 7.086135 2.710457 -0.930420  -0.153
33 N 6.477794 3.227008 0.297389  -0.293
34 C 5.227970 3.933492 0.009759  -0.004
35 C 6.190115 2.082869 1.224984  -0.157
36 C 5.050705 1.192001 0.891602  -0.061
37 C 7.439423 4.172080 0.927971  -0.096
38 C 8.884540 3.795150 1.019478  -0.209
39 O 9.056588 2.527689 1.638228  -0.201
40 C 10.482249 2.237397 1.686988  -0.052
41 H 8.198731 4.328607 -1.942722  0.090
42 H 6.505887 4.497053 -2.247249  0.070
43 H 7.408295 3.129164 -2.947025  0.097
44 H 8.028768 2.206084 -0.729239  0.142
45 H 6.386914 1.980098 -1.314594  0.126
46 H 5.436820 4.901361 -0.457169  0.103
47 H 4.655543 4.098639 0.923071  0.113
48 H 4.637122 3.250227 -0.630657  0.109
49 H 5.947185 2.623668 2.132775  0.129
50 H 7.077448 1.480838 1.346034  0.135
51 H 5.122450 0.756719 -0.102998  0.083
52 H 4.029052 1.632104 0.948949  0.080
53 H 5.049311 0.340603 1.588316  0.080
54 H 7.017126 4.317586 1.910675  0.138
55 H 7.337272 5.116486 0.398769  0.144
56 H 9.371183 4.636880 1.555028  0.157
57 H 9.286763 3.723591 0.000643  0.123
58 H 11.005864 3.030904 2.256367  0.102
59 H 10.977295 2.128426 0.713584  0.100
60 H 10.583106 1.316513 2.288237  0.102
61 C -6.920222 -6.616420 3.525251  -0.053
62 C -7.006592 -5.447265 2.603438  -0.175
63 N -5.755380 -4.837562 2.040194  -0.308
64 C -4.988481 -5.875963 1.364813  0.028
65 C -6.096931 -3.740561 1.139273  -0.186
66 C -6.978013 -2.630378 1.634095  -0.039
67 C -5.004501 -4.337858 3.233245  -0.087
68 C -3.903794 -3.323672 3.038995  -0.174
69 O -2.804697 -4.010139 2.438024  -0.202
70 C -1.673526 -3.221646 2.397985  -0.125
71 H -6.663616 -7.585055 3.076281  0.101
72 H -7.905169 -6.761185 3.957733  0.106
73 H -6.253652 -6.474695 4.383103  0.089
74 H -7.532240 -4.615101 3.079276  0.130
75 H -7.584330 -5.787479 1.743491  0.153
76 H -4.022861 -5.442739 1.107809  0.099
77 H -5.540074 -6.283164 0.518966  0.130
78 H -4.854668 -6.634597 2.127539  0.108
79 H -6.568877 -4.198990 0.227072  0.165
80 H -5.110911 -3.322963 0.840431  0.134
81 H -6.548671 -2.108162 2.499739  0.073
82 H -8.021452 -2.926696 1.839131  0.107
83 H -7.023417 -1.911400 0.816012  0.099
84 H -4.619743 -5.212588 3.756511  0.145
85 H -5.796707 -3.903868 3.820240  0.120
86 H -3.564365 -3.004700 4.046130  0.141
87 H -4.144531 -2.435149 2.432001  0.130
88 H -0.913545 -3.795259 1.857037  0.086
89 H -1.282357 -2.870077 3.360775  0.101
90 H -1.883267 -2.355101 1.775533  0.075
91 C 1.678059 -6.033009 5.638295  -0.051
92 C 2.823009 -5.160105 5.796470  -0.230
93 N 3.802706 -5.148129 4.738427  -0.302
94 C 4.931075 -4.264717 5.134719  0.044
95 C 4.375983 -6.484505 4.487039  -0.199
96 C 4.928231 -7.285517 5.621511  -0.032
97 C 3.220509 -4.671894 3.469104  -0.094
98 C 2.653448 -3.276317 3.382543  -0.239
99 O 3.648453 -2.332883 3.386559  -0.178
100 C 3.105127 -1.022853 3.227716  -0.065
101 H 0.863966 -5.624494 5.024379  0.089
102 H 1.249427 -6.206616 6.636931  0.115
103 H 1.927404 -7.012880 5.226003  0.096
104 H 3.383136 -5.510545 6.658854  0.132
105 H 2.587741 -4.119952 6.021001  0.143
106 H 5.394041 -4.619747 6.070361  0.129
107 H 4.570394 -3.246937 5.287525  0.110
108 H 5.638566 -4.264571 4.297218  0.133
109 H 5.139840 -6.380416 3.708876  0.151
110 H 3.577804 -7.067225 4.036467  0.124
111 H 5.035716 -8.276290 5.190333  0.108
112 H 4.294510 -7.346387 6.502163  0.092
113 H 5.916893 -6.929569 5.889853  0.094
114 H 2.420554 -5.337867 3.159770  0.139
115 H 4.028377 -4.677345 2.736165  0.146
116 H 1.909344 -3.089309 4.184604  0.134
117 H 2.131964 -3.274908 2.410458  0.133
118 H 2.402373 -0.846813 4.049982  0.091
119 H 2.634221 -0.827599 2.251072  0.086
120 H 3.934430 -0.334591 3.401687  0.082
121 C 6.055925 -1.812903 -11.325030  -0.086
122 C 5.557170 -1.967163 -9.878642  -0.224
123 C 4.346967 -1.056477 -9.730335  -0.151
124 N 3.576669 -1.130648 -8.439267  -0.285
125 C 4.503008 -0.746392 -7.288212  0.056
126 C 2.980536 -2.463895 -8.266788  -0.119
127 C 1.812289 -2.280484 -7.310666  -0.115
128 C 1.507022 -0.748670 -7.383517  -0.134
129 C 2.392813 -0.223488 -8.537249  -0.086
130 H 7.000737 -2.364720 -11.422066  0.090
131 H 6.213549 -0.791564 -11.654008  0.082
132 H 5.367957 -2.272854 -12.032594  0.083
133 H 6.348324 -1.688598 -9.172569  0.112
134 H 5.295603 -3.039344 -9.702237  0.128
135 H 3.644793 -1.339359 -10.528329  0.142
136 H 4.663710 -0.019106 -9.832894  0.143
137 H 5.179779 -1.604256 -7.126957  0.105
138 H 3.903733 -0.562611 -6.386749  0.098
139 H 5.011326 0.166713 -7.612358  0.117
140 H 3.726702 -3.128973 -7.817869  0.126
141 H 2.671412 -2.836183 -9.239375  0.147
142 H 2.090925 -2.597823 -6.288248  0.085
143 H 0.944052 -2.845179 -7.673586  0.124
144 H 1.742368 -0.231991 -6.428436  0.097
145 H 0.439803 -0.558241 -7.573779  0.108
146 H 2.703020 0.798967 -8.366696  0.134
147 H 1.969293 -0.301908 -9.541583  0.149
148 C -0.318665 5.591718 2.309945  -0.094
149 C -0.167817 6.249823 0.957917  -0.214
150 C 1.024780 5.701498 0.222129  -0.124
151 N 1.201051 6.134389 -1.230930  -0.265
152 C 1.450500 7.606475 -1.283164  0.043
153 C -0.014418 5.776632 -2.088606  -0.109
154 C 0.486364 5.853643 -3.491403  -0.134
155 C 1.928766 5.284472 -3.411793  -0.092
156 C 2.268324 5.298181 -1.925424  -0.103
157 H 0.544955 5.817060 2.947346  0.075
158 H -0.390974 4.515617 2.373116  0.057
159 H -1.175432 5.952709 2.892260  0.081
160 H -0.010625 7.316009 1.109004  0.119
161 H -1.099540 6.113957 0.406437  0.118
162 H 1.069607 4.612747 0.238158  0.129
163 H 1.949904 6.113574 0.642847  0.138
164 H 0.598189 8.110375 -0.805924  0.117
165 H 1.537880 7.941383 -2.323817  0.123
166 H 2.398596 7.837324 -0.785204  0.117
167 H -0.834665 6.414683 -1.756501  0.133
168 H -0.261577 4.745994 -1.781225  0.141
169 H 0.424114 6.869879 -3.857837  0.114
170 H -0.162972 5.262673 -4.137274  0.097
171 H 2.702036 5.795600 -3.999639  0.133
172 H 1.966722 4.236568 -3.686406  0.107
173 H 3.218408 5.795660 -1.714859  0.126
174 H 2.247268 4.297868 -1.475688  0.103
175 C -3.213257 4.097712 4.316970  -0.053
176 C -4.186834 3.283562 5.304790  -0.180
177 C -4.655561 1.976925 4.609247  -0.131
178 N -5.662708 1.194959 5.414677  -0.268
179 C -6.895755 1.946935 5.649185  0.030
180 C -5.048237 0.683916 6.635624  -0.147
181 C -5.822172 -0.506675 7.021823  -0.123
182 C -6.297272 -1.141878 5.665862  -0.111
183 C -5.982477 -0.093283 4.608546  -0.085
184 H -2.756825 4.933718 4.847519  0.066
185 H -3.875724 4.449414 3.552794  0.056
186 H -2.554927 3.353419 3.879584  0.051
187 H -5.026382 3.924115 5.576070  0.111
188 H -3.647082 3.053833 6.241073  0.086
189 H -3.753723 1.427944 4.340953  0.130
190 H -5.157058 2.312719 3.706676  0.102
191 H -7.651217 1.265581 6.045225  0.119
192 H -7.276384 2.383781 4.738153  0.094
193 H -6.716257 2.703347 6.420832  0.121
194 H -4.972526 1.546726 7.299473  0.144
195 H -4.042755 0.464607 6.261204  0.140
196 H -6.680695 -0.257504 7.642949  0.128
197 H -5.206317 -1.190327 7.606973  0.125
198 H -7.369476 -1.386587 5.752493  0.129
199 H -5.742791 -2.067031 5.449816  0.096
200 H -6.775572 0.121314 3.878841  0.104
201 H -5.060885 -0.331872 4.098504  0.111
202 C 2.468408 2.780144 4.006582  -0.102
203 C 2.007495 3.656983 5.127276  -0.218
204 C 1.777688 2.721160 6.362621  -0.144
205 N 0.878064 3.151015 7.455099  -0.279
206 C 0.955671 2.168566 8.609464  0.065
207 C -0.544449 3.271720 6.918206  -0.106
208 C -1.096306 4.503476 7.587664  -0.139
209 C 0.092710 5.453212 7.491080  -0.115
210 C 1.263425 4.547177 7.888401  -0.082
211 H 2.906764 3.366046 3.193146  0.078
212 H 1.613453 2.263097 3.578954  0.058
213 H 3.210307 2.015623 4.295313  0.086
214 H 1.101072 4.203980 4.813351  0.097
215 H 2.697474 4.428111 5.476525  0.112
216 H 2.776505 2.576496 6.830323  0.157
217 H 1.432024 1.766905 5.947778  0.131
218 H 0.088725 2.382928 9.223717  0.118
219 H 1.886897 2.434734 9.058325  0.105
220 H 1.015549 1.186182 8.140742  0.112
221 H -1.030069 2.280703 7.052453  0.147
222 H -0.493129 3.513056 5.862431  0.110
223 H -1.391597 4.327136 8.617179  0.129
224 H -1.980259 4.899401 7.085807  0.114
225 H 0.006936 6.230279 8.254982  0.136
226 H 0.304340 5.952167 6.560244  0.117
227 H 1.405872 4.596783 8.969128  0.144
228 H 2.221306 4.797234 7.439431  0.127
229 C 1.150702 -8.593674 -3.084186  -0.075
230 C 0.735159 -7.596564 -1.989174  -0.219
231 C 0.708691 -6.180296 -2.540045  -0.133
232 N 0.214589 -5.094068 -1.619058  -0.244
233 C 1.055360 -5.107006 -0.336706  0.041
234 C -1.234063 -5.310694 -1.302590  -0.103
235 C -1.851097 -3.962556 -1.179844  -0.119
236 C -0.731641 -2.953223 -1.492868  -0.130
237 C 0.219585 -3.756318 -2.286598  -0.105
238 H 0.434723 -8.681537 -3.901698  0.085
239 H 1.233547 -9.589372 -2.625375  0.091
240 H 2.106405 -8.375989 -3.570536  0.076
241 H 1.501569 -7.700384 -1.222967  0.109
242 H -0.207582 -7.938934 -1.575649  0.110
243 H 0.010215 -6.106467 -3.359631  0.133
244 H 1.697669 -5.880916 -2.930954  0.124
245 H 0.774087 -5.932207 0.305572  0.101
246 H 0.969187 -4.133810 0.132788  0.080
247 H 2.083278 -5.228511 -0.690854  0.105
248 H -1.276743 -5.917320 -0.396607  0.130
249 H -1.638766 -5.922208 -2.122145  0.147
250 H -2.208631 -3.736914 -0.175279  0.089
251 H -2.658735 -3.799947 -1.911023  0.110
252 H -0.295922 -2.482564 -0.603931  0.105
253 H -1.116227 -2.172429 -2.140626  0.099
254 H 1.244482 -3.399413 -2.382167  0.132
255 H -0.132585 -4.027777 -3.280608  0.147
256 C -3.209321 6.303214 -5.056030  -0.676
257 F -3.782976 7.514158 -5.059470  0.151
258 F -2.612811 6.182325 -3.863894  0.105
259 F -4.169124 5.365848 -5.130826  0.122
260 S -2.090796 6.258889 -6.454219  0.598
261 O -2.869359 6.592266 -7.563998  -0.202
262 O -1.107436 7.168292 -6.032122  -0.251
263 N -1.518187 4.650695 -6.384152  -0.282
264 S -1.442842 3.856950 -7.705588  0.439
265 O -2.546298 3.110173 -8.174893  -0.239
266 O -0.764173 4.538602 -8.714868  -0.227
267 C -0.308208 2.610175 -7.245743  -0.598
268 F -0.721460 1.836809 -6.129262  0.016
269 F -0.230545 1.720507 -8.246808  0.116
270 F 0.972718 3.002021 -6.983781  0.103
271 C 1.362523 0.479852 -3.274544  -0.714
272 F 0.751686 -0.668438 -3.584510  0.149
273 F 2.546157 0.488760 -3.852173  0.165
274 F 0.628398 1.477589 -3.717229  0.153
275 S 1.765491 0.692784 -1.547390  0.588
276 O 2.369845 -0.546953 -1.116152  -0.276
277 O 2.532975 1.840147 -1.525626  -0.246
278 N 0.337151 0.869532 -0.762957  -0.272
279 S 0.283937 0.674582 0.752980  0.492
280 O 0.075013 -0.644712 1.264628  -0.291
281 O 1.321877 1.386910 1.418667  -0.297
282 C -1.323180 1.376528 1.137460  -0.617
283 F -1.720839 2.517360 0.546030  0.131
284 F -2.235350 0.410186 0.985432  0.108
285 F -1.309412 1.661679 2.500347  0.056
286 C -6.055515 3.751778 0.940135  -0.684
287 F -6.765174 4.396781 1.791962  0.204
288 F -6.226881 4.099361 -0.314903  0.171
289 F -4.738377 4.018651 1.277046  0.069
290 S -6.373824 1.926454 1.023895  0.710
291 O -6.822373 1.475310 -0.315040  -0.310
292 O -5.132900 1.376982 1.547602  -0.349
293 N -7.624849 1.643476 2.206092  -0.301
294 S -9.076636 1.289897 1.760739  0.497
295 O -9.665248 2.254004 0.906762  -0.234
296 O -9.195182 -0.085440 1.427678  -0.268
297 C -9.881420 1.408145 3.333994  -0.631
298 F -9.808070 2.576647 4.028796  0.120
299 F -11.162638 1.168757 3.107838  0.170
300 F -9.353772 0.451337 4.203301  0.056
301 C 4.603520 -5.604632 -5.098095  -0.765
302 F 3.938007 -6.687912 -4.778248  0.162
303 F 5.848516 -5.771884 -4.780220  0.196
304 F 4.463008 -5.458603 -6.385522  0.170
305 S 3.914755 -4.080314 -4.360483  0.606
306 O 4.420150 -2.974527 -5.166116  -0.298
307 O 2.497035 -4.343080 -4.580162  -0.324
308 N 4.273846 -4.067503 -2.847153  -0.281
309 S 5.004190 -2.797555 -2.240300  0.558
310 O 6.434219 -2.861555 -2.118498  -0.247
311 O 4.465424 -1.545004 -2.590118  -0.270
312 C 4.496736 -2.995339 -0.525609  -0.657
313 F 4.779403 -1.843408 0.114565  0.106
314 F 3.157467 -3.190992 -0.390074  0.069
315 F 5.115977 -3.952497 0.160325  0.140

Atomic forces in eV per Å
-0.729 0.801 -0.707
1.507 -0.704 0.507
-0.196 -0.550 0.894
-0.174 -0.756 0.776
-1.317 1.314 -2.418
0.428 -1.211 0.536
0.656 1.425 0.843
0.546 -1.801 -0.110
0.189 -0.062 0.770
-0.793 -0.222 -0.766
0.007 0.157 0.437
-0.048 -0.193 0.128
0.163 -0.043 -0.048
-0.009 0.303 -0.403
0.231 0.460 0.067
-0.099 -0.015 0.277
-0.083 0.023 -0.506
0.018 0.238 0.203
-0.088 -0.282 0.420
0.084 0.177 0.010
-0.246 -0.001 0.089
-0.016 0.275 -0.586
-0.403 0.304 -0.225
0.012 -0.524 -0.269
-0.014 0.135 -0.138
-0.312 0.031 -0.324
0.080 0.409 -0.082
-0.164 0.071 -0.188
-0.097 0.137 0.554
0.724 0.247 -0.029
1.532 -0.408 0.489
-0.575 0.314 -2.248
1.014 -0.374 -0.015
-1.049 -0.157 -0.568
-0.257 0.353 0.984
-1.640 -0.613 -0.584
-0.639 0.665 0.903
0.133 -0.558 -0.444
1.006 0.744 -0.321
0.003 -0.196 1.346
-0.256 -0.253 0.006
-0.570 -0.252 0.058
-0.076 0.304 -0.246
-0.141 0.075 0.291
-0.080 -0.383 0.013
-0.123 -0.424 -0.010
0.241 -0.036 0.129
0.128 0.682 0.132
0.254 -0.283 0.575
0.434 0.325 0.041
0.061 -0.162 -0.089
0.718 -0.035 0.076
0.188 0.326 -0.220
0.073 0.285 0.505
0.223 0.036 -0.103
0.019 -0.536 -0.167
0.290 0.352 0.149
-0.287 -0.242 -0.342
-0.505 -0.005 0.009
-0.049 0.356 -0.542
0.707 -0.868 0.999
-1.305 0.132 -0.698
-0.297 -0.399 1.389
0.698 -0.412 -0.016
0.283 0.436 -2.284
-0.452 0.247 0.355
-0.197 0.401 0.333
1.005 -0.585 -0.128
-1.143 -0.580 0.624
1.013 0.631 -1.136
0.011 0.421 -0.182
-0.215 0.066 -0.023
-0.090 0.060 -0.106
-0.033 -0.271 -0.121
-0.116 0.362 -0.170
-0.084 -0.237 -0.285
0.058 0.144 0.000
0.287 -0.373 -0.281
0.512 0.316 0.825
-0.646 -0.265 -0.149
-0.231 -0.076 -0.134
0.530 0.161 -0.031
-0.115 0.153 0.107
0.065 0.170 -0.034
0.024 0.317 0.602
-0.440 0.072 -0.280
-0.189 -0.184 0.310
0.099 0.073 0.315
-0.211 -0.263 0.116
0.223 0.509 0.006
-2.342 -1.126 -0.218
1.007 0.887 2.153
1.051 0.738 -0.516
0.623 0.606 0.242
-0.299 -1.296 -1.231
0.433 0.189 0.190
0.123 0.537 -1.202
-0.913 -0.645 0.208
0.411 0.946 -0.183
0.446 0.266 0.488
0.228 -0.002 0.032
0.063 -0.017 -0.359
-0.002 0.050 0.178
0.044 0.144 0.246
-0.254 -0.036 -0.090
-0.223 -0.074 -0.561
-0.002 -0.217 -0.076
-0.022 0.058 0.403
-0.153 0.199 0.142
-0.123 0.034 -0.198
0.148 -0.244 0.284
-0.031 -0.109 -0.011
0.115 -0.090 0.302
0.162 -0.395 0.112
-0.037 -0.379 -0.120
0.064 0.027 -0.283
-0.187 0.130 0.180
-0.315 0.060 -0.196
0.147 -0.311 0.282
-0.051 -0.053 -0.263
0.457 -0.872 0.114
-0.088 -0.264 0.000
0.152 -0.407 -0.308
1.002 0.573 -0.645
-0.539 -0.456 -0.386
0.242 -1.151 0.988
-0.382 0.584 0.270
-0.599 0.040 0.027
-0.387 0.051 1.250
-0.196 0.287 -0.080
0.068 0.238 0.226
-0.152 -0.008 0.030
-0.118 -0.085 -0.126
0.154 0.807 -0.059
0.037 0.405 0.254
-0.157 0.043 -0.179
-0.262 0.708 0.016
0.274 -0.177 -0.322
0.051 -0.260 0.221
-0.090 0.046 -0.396
0.037 0.046 -0.086
-0.312 0.100 -0.605
0.297 0.000 0.303
-0.021 -0.292 -0.639
0.478 -0.015 -0.017
0.143 0.230 -0.138
-0.069 -0.196 0.255
0.335 0.273 1.612
-0.480 0.026 -0.135
1.180 0.286 -0.765
-0.999 -0.760 -0.018
0.101 0.149 -0.349
-0.046 -0.244 1.481
-0.023 -0.297 -0.638
-0.027 -0.091 0.192
0.541 0.867 0.730
0.099 0.170 -0.109
-0.098 -0.518 -0.754
0.034 0.208 -0.460
-0.268 0.097 0.045
0.091 0.019 -0.166
-0.102 -0.029 -0.061
-0.122 -0.417 0.489
0.448 -0.087 -0.205
-0.129 -0.192 0.283
-0.305 -0.087 0.086
0.020 0.088 -0.545
0.068 0.194 -0.190
0.162 0.140 -0.259
0.153 0.056 -0.173
-0.558 0.091 0.051
-0.190 -0.115 -0.448
0.042 -0.239 0.070
-0.040 0.297 -0.089
-1.817 -1.580 1.477
1.025 0.223 -0.160
-0.262 2.508 0.350
0.498 -0.744 -2.584
-0.780 0.355 1.028
1.248 1.273 -0.314
-0.542 -1.361 0.350
-0.253 -0.109 0.788
-0.360 0.479 0.339
0.211 -0.204 -0.217
-0.014 0.507 -0.651
0.597 0.363 -0.057
-0.014 -0.053 -0.071
-0.137 0.037 -0.268
-0.392 -0.664 0.118
-0.045 -0.487 -0.215
0.059 0.026 -0.135
0.062 0.051 -0.322
-0.008 -0.045 -0.300
-0.082 -0.469 0.460
0.131 -0.426 0.645
-0.001 0.055 -0.017
-0.099 -0.003 -0.018
0.481 0.100 -0.287
-0.234 0.243 0.117
0.284 0.105 0.200
0.191 -0.003 -0.299
0.583 -0.233 -0.799
-0.711 0.385 1.764
1.218 -0.274 -0.917
-0.569 0.290 -0.619
-0.054 0.893 -1.612
-0.180 -0.696 0.141
-0.427 0.242 -0.374
0.594 0.142 1.542
-0.002 0.651 0.377
-0.038 -0.059 0.073
0.009 -0.161 -0.083
-0.197 0.368 0.074
0.214 -0.316 0.203
0.270 -0.063 -0.536
-0.594 -0.170 -0.290
-0.141 0.015 0.481
0.107 -0.419 0.323
0.469 -0.280 0.839
-0.338 -0.082 0.509
0.120 0.781 0.037
0.173 -0.346 -0.214
0.143 0.025 0.262
0.054 -0.163 -0.082
-0.004 0.079 -0.236
-0.459 -0.094 -0.616
-0.115 -0.403 -0.055
-0.104 0.057 -0.001
-0.016 -0.472 -0.154
0.726 -0.182 -0.414
0.346 0.054 -0.382
0.737 -1.108 1.469
0.242 0.325 -1.496
0.127 -1.473 0.035
-0.696 1.610 0.150
-0.605 0.655 -0.170
1.331 -0.873 -0.511
-0.228 0.125 0.135
0.010 0.282 -0.209
-0.017 0.202 0.355
-0.056 0.208 0.297
-0.289 0.197 0.121
-0.075 -0.210 -0.543
-0.403 -0.023 0.290
-0.189 -0.039 -0.040
-0.151 -0.008 0.222
-0.144 0.027 0.288
-0.155 0.052 -0.096
-0.026 0.321 0.267
-0.344 -0.303 -0.096
0.167 -0.216 0.425
0.007 -0.125 -0.186
-0.071 0.326 0.172
-0.012 0.050 0.058
-0.147 0.566 -0.232
-1.629 0.444 0.374
0.056 -0.517 -0.080
0.465 -0.423 0.376
0.183 0.137 0.111
1.436 -2.932 0.018
-1.216 -0.219 -1.572
1.871 0.869 0.869
-1.500 2.646 1.669
-1.054 0.971 -0.756
-1.715 -1.060 0.765
1.909 1.616 -2.010
2.043 -2.929 1.409
0.468 1.005 -0.893
0.077 0.320 0.176
-1.267 -0.129 0.065
-0.218 -0.560 -0.702
-0.094 0.019 0.337
0.331 0.031 -0.606
-0.391 0.597 -0.252
-2.144 -4.727 3.360
-0.458 0.760 -0.432
2.179 3.943 -0.087
0.095 0.164 -2.493
1.082 -0.801 -0.196
-0.117 -1.028 0.020
0.664 1.239 0.924
-1.536 0.962 1.925
0.427 -0.998 -0.060
-0.113 0.735 -0.403
0.139 -0.214 -1.017
1.822 -0.443 -0.262
-1.221 0.906 0.477
-0.226 0.623 0.086
-0.769 -0.450 -0.474
-3.729 -3.540 0.192
1.276 1.224 2.335
-0.495 0.413 -0.091
4.937 1.423 -1.129
0.479 0.368 -2.035
-0.517 0.614 -0.277
-0.248 -1.253 -0.052
-0.950 0.183 2.750
0.373 -0.765 -0.964
0.329 -0.276 0.333
-0.587 0.660 -0.807
-0.073 0.208 0.344
-0.803 -0.827 0.950
1.517 -0.026 0.290
0.147 0.405 -1.671
-1.888 1.071 -1.985
0.234 -0.904 0.902
0.267 0.039 0.700
0.353 0.058 0.250
2.132 -0.610 0.504
-0.436 -0.533 -0.332
-1.023 1.322 -0.872
-0.685 0.543 1.464
-0.060 -0.141 -0.153
0.410 -0.032 0.004
-0.075 -0.434 -0.238